{
  "formula": "C6H11BeClCsFKMgN5NaO18PS",
  "method": "ωB97M-V/def2-TZVPD",
  "charge": 0,
  "e_tot_ha": -4159.29407,
  "lumo_ev": -4.3,
  "symbols": ["N", "C", "N", "C", "C", "C", "C", "F", "N", "N", "H", "H", "H", "H", "H", "H", "H", "H", "H", "H", "N", "O", "O", "O", "Cs", "O", "Cl", "O", "O", "O", "O", "S", "O", "O", "O", "Mg", "C", "O", "O", "O", "H", "Na", "O", "P", "O", "O", "O", "Be", "K"],
  "positions_angstrom": [[5.22779, -1.55431, 1.17878], [4.41845, -0.57785, 0.68734], [3.05928, -0.56126, 1.18732], [2.56656, 0.61174, 0.48256], [1.05664, 0.97937, 0.75669], [0.18297, 0.02314, -0.25968], [-0.69992, -1.08314, 0.54531], [-0.82524, -2.21574, -0.33915], [3.52850, 1.21070, -0.36166], [4.65915, 0.48242, -0.23704], [5.39235, -2.43035, 0.66080], [5.60702, -1.41130, 2.12671], [0.76581, 0.78431, 1.88490], [0.89952, 2.11550, 0.52607], [0.90779, -0.59424, -0.90662], [-0.45135, 0.63020, -0.98884], [-1.71460, -0.60862, 0.82551], [-0.09515, -1.42557, 1.45470], [3.32555, 2.05575, -0.92394], [5.54854, 0.66955, -0.72341], [-2.26324, -2.42549, -3.19803], [-1.26963, -3.02287, -3.59398], [-2.25489, -1.17143, -3.12374], [-3.29010, -3.06722, -2.86284], [-0.42727, 2.01467, 2.96129], [3.97613, 3.51827, 1.51791], [5.30165, 3.91852, 1.10325], [6.18823, 3.91964, 2.23771], [5.25386, 5.23330, 0.51735], [5.79687, 2.97141, 0.10978], [-0.19752, 2.00506, -2.84319], [0.88373, 1.86810, -3.84506], [2.18918, 2.08514, -3.17700], [0.69215, 2.86261, -4.91084], [0.83691, 0.50992, -4.41842], [-3.13785, -0.53072, -1.04670], [-5.68827, 2.62749, 1.24268], [-5.53001, 1.36437, 1.20373], [-6.96787, 2.98231, 0.94808], [-4.87846, 3.53506, 1.49512], [-7.24869, 2.05515, 0.82339], [-3.60460, -4.78938, -1.40966], [-5.56155, -5.39728, 1.13857], [-6.74970, -5.16399, 2.07350], [-6.54011, -3.85130, 2.83909], [-6.86324, -6.34051, 3.05113], [-8.03119, -5.06916, 1.24055], [-0.92076, -2.55161, 3.99613], [6.94655, 2.80962, -1.64615]]
}